Entry P
26
Properties=species:S:1:pos:R:3 method="wB97M-V/def2-TZVPD" spin_multiplicity=1 homo_lumo_gap_ev="6.261 / 7.463" homo_ev="-5.628 / -6.800"
C -0.76060 -0.63604 1.15286
C 0.09511 -1.78600 1.70103
C -1.62595 -1.10253 -0.01718
C 0.85197 1.06190 1.75285
N 0.01649 0.59871 0.86250
H -1.44780 -0.32596 1.95275
H -0.54082 -2.65290 1.88124
H 0.86917 -2.07061 0.99133
H 0.57194 -1.52420 2.64451
H -2.30559 -0.31937 -0.35150
H -2.25259 -1.93096 0.31978
H -1.02463 -1.45061 -0.85530
H 1.22620 2.06973 1.61466
H 1.40033 0.39535 2.41026
C -0.35219 1.69450 -0.53152
C 1.24462 -0.09509 -1.10459
C 1.02177 0.05351 -2.57709
O -0.99710 2.72285 0.14298
H -1.76414 2.37206 0.61485
H -0.99015 1.15435 -1.22245
H 0.53996 2.12832 -0.96222
H 2.09360 0.45827 -0.70500
H 1.25102 -1.12408 -0.75853
H 0.20705 -0.58752 -2.92693
H 0.76450 1.09025 -2.85023
H 1.90784 -0.19393 -3.17904



Entry Q
26
Properties=species:S:1:pos:R:3 method="wB97M-V/def2-TZVPD" spin_multiplicity=1 homo_lumo_gap_ev=10.303 smiles="CCN(C)C(C)=O.CC" homo_ev=-9.436
C 2.35093 1.36100 -2.13111
C 1.72350 2.68076 -1.71728
H 3.28996 1.39586 -2.69897
H 2.82545 0.91229 -1.25842
H 1.78274 0.64837 -2.72552
H 0.88877 2.84652 -2.40135
H 2.41450 3.50710 -1.60230
H 1.27804 2.61714 -0.71582
C -0.76139 0.23996 1.89299
C -1.00678 -1.05355 2.74085
C 1.21145 -0.53042 0.74910
C -2.36292 -0.84791 -0.21938
C -0.83136 -0.79764 -0.38075
O -0.44802 -1.28562 -1.41942
N -0.19705 -0.03046 0.56136
H -1.74781 0.69810 1.82274
H -0.10244 1.01826 2.26898
H -0.64263 -0.81634 3.74121
H -0.31503 -1.83735 2.44920
H 1.46525 -0.49180 1.80467
H -2.84128 -0.56639 -1.16126
H -2.04858 -1.25265 2.52943
H 1.20971 -1.61628 0.56379
H 1.85492 -0.12466 -0.02007
H -2.80934 -1.84835 -0.15266
H -2.91717 -0.29429 0.54240



The structure shown above that is most stable: entry Q.